81
Properties=species:S:1:pos:R:3:forces:R:3:mulliken_charge:R:1 method="wB97M-V/def2-TZVPD" lumo_ev=0.4 e_homo_ev=-8.318 total_charge=0 total_energy_ha=-1598.49296 de_lowest_kj_mol=159.8 orbital_gap_ev=8.7 smiles=COCCNCCOC.OCCO.OCCO.OCCO.CCO.CCO.CCO
C -8.23548 0.47070 4.92396 0.093 2.222 -0.158 -0.67
O -6.94248 1.09370 4.94196 0.260 -0.610 1.017 -0.39
C -5.89448 0.32570 4.39196 -0.910 -0.795 -2.731 -0.05
C -5.79248 0.69470 2.88496 2.659 -0.914 1.400 -1.10
N -4.72248 -0.14330 2.23796 -2.048 -0.577 -0.717 -0.30
C -3.47248 -0.48230 2.89396 1.046 0.395 0.850 -0.73
C -2.68048 0.78570 3.28196 -4.212 1.821 -3.755 -0.36
O -1.60848 0.76770 4.02896 4.022 -1.634 1.401 -0.45
C -0.45848 0.14670 3.36596 1.112 0.678 2.089 -0.20
H -8.83748 1.14170 5.58196 0.225 -0.826 -0.416 0.24
H -8.22748 -0.53930 5.27296 0.102 -0.690 0.353 0.31
H -8.67348 0.52870 3.91396 0.120 -0.211 0.186 0.27
H -6.11648 -0.74930 4.29796 -0.368 -0.051 0.860 0.26
H -4.88248 0.35270 4.83696 -0.882 0.788 0.406 0.28
H -5.59048 1.71270 2.81096 1.121 2.014 0.058 0.38
H -6.68048 0.69570 2.29696 -0.982 -1.127 -0.214 0.51
H -5.26048 -1.01430 2.10696 0.951 0.320 -0.392 0.28
H -2.86148 -1.11830 2.25396 -0.170 0.179 -0.592 0.28
H -3.53548 -1.08630 3.77696 -0.575 -0.471 1.033 0.39
H -3.38048 1.51370 3.71596 -0.100 -0.347 0.434 0.50
H -2.55248 1.29370 2.28796 0.566 -0.183 0.213 0.20
H -0.65548 -0.86930 2.97696 0.024 0.715 -0.023 0.34
H 0.37552 0.09370 4.15596 -1.429 -0.255 -0.889 0.30
H -0.01848 0.87070 2.66596 -0.595 -0.501 -0.436 -0.20
O -2.09348 -2.23630 -0.14004 0.154 -0.451 1.587 -0.50
C -1.56548 -1.24030 -0.97204 -4.753 -4.381 -4.416 0.13
C -1.35648 -0.04330 -0.36704 -1.049 7.178 4.205 0.40
O -0.78248 0.87270 -1.30704 0.142 0.827 -0.198 -0.50
H -2.09248 -3.06230 -0.62604 0.061 -0.027 0.007 0.31
H -0.69248 -1.57730 -1.42604 1.696 -0.554 -1.020 -0.39
H -2.41548 -1.16130 -1.78304 1.843 0.429 0.686 0.18
H -0.77848 -0.13630 0.54296 0.916 -0.219 0.022 -0.50
H -2.26148 0.50370 0.08796 0.492 -1.258 -0.915 0.55
H -1.06848 1.79970 -1.13304 0.252 -1.341 0.069 0.33
O 0.37152 -3.83730 -1.78104 1.629 0.675 2.065 -0.52
C 1.55052 -3.57030 -2.53604 -0.581 -3.203 0.570 -0.06
C 1.21552 -2.73330 -3.63504 -0.990 2.614 -1.175 -0.21
O 2.46252 -2.23730 -4.09404 0.374 -2.097 2.507 -0.54
H -0.29948 -4.28530 -2.22904 -1.228 -1.207 -1.509 0.32
H 2.18752 -3.05030 -1.87804 0.763 0.646 0.670 -0.24
H 2.12052 -4.45630 -2.90104 -0.587 0.073 0.539 0.36
H 0.54852 -1.95530 -3.18704 0.646 0.193 -0.476 0.09
H 0.58652 -3.10930 -4.46304 0.488 -0.635 0.274 0.43
H 2.18452 -1.72730 -4.77704 -0.505 3.003 -3.584 0.30
O 1.18452 0.05370 -5.54604 0.236 -0.635 0.530 -0.47
C 1.35152 1.39070 -5.12004 0.684 -1.613 -0.732 -0.65
C 1.79252 1.16770 -3.74304 -1.627 2.176 1.693 0.24
O 2.23352 2.41170 -3.27104 1.744 1.218 0.559 -0.57
H 0.94552 0.10570 -6.43404 -0.696 -0.400 -2.432 0.26
H 2.21352 1.86670 -5.51904 0.647 0.532 -1.486 0.37
H 0.43752 1.95870 -5.36104 0.294 0.094 0.840 0.29
H 2.47852 0.36370 -3.49204 0.218 0.140 -0.624 0.20
H 0.90352 1.07170 -3.20904 -1.547 -1.633 1.378 0.04
H 1.50952 3.04170 -3.33504 0.092 -0.080 0.176 0.34
C 2.08852 -0.52830 -0.63204 0.738 1.013 -1.767 1.54
C 2.26352 -1.52830 0.39296 1.446 -1.570 0.683 -0.82
O 1.00652 -1.79230 0.94396 -0.415 -0.847 0.950 -0.55
H 1.35052 0.19470 -0.40804 -0.486 0.956 0.559 -0.13
H 1.81552 -0.88530 -1.60604 -0.532 -0.808 -0.477 -0.75
H 3.01652 -0.07530 -0.86104 1.033 0.956 -0.110 -0.10
H 3.03852 -1.23330 1.16096 -1.173 -0.178 -0.387 0.30
H 2.66852 -2.46030 -0.07304 0.007 0.416 0.532 0.23
H 0.61752 -2.41930 0.32596 -0.507 -0.138 0.213 0.29
C 6.20552 0.23870 -0.40104 0.242 0.163 0.103 -0.99
C 6.06352 0.84670 -1.77804 1.416 -1.222 0.496 -0.33
O 4.75052 1.18170 -2.02804 -1.010 -0.413 0.146 -0.43
H 5.67652 -0.68830 -0.30004 -0.264 -0.647 -0.055 0.23
H 5.79752 0.91370 0.35396 0.000 0.149 -0.035 0.23
H 7.25752 0.08170 -0.14904 -0.092 -0.038 -0.082 0.39
H 6.49652 0.21570 -2.59204 -0.317 0.099 0.653 0.42
H 6.61852 1.73970 -1.75404 1.157 1.328 -0.179 0.27
H 4.73452 1.24170 -2.96904 -0.925 0.497 -0.986 0.20
C 1.60152 2.73570 1.52196 0.017 -0.282 1.755 -0.87
C 3.00552 2.36270 1.15096 0.065 0.344 3.209 0.18
O 3.17252 2.62870 -0.14804 1.922 -0.754 -2.871 -0.47
H 1.46752 3.75470 1.27396 -0.527 1.107 -0.699 0.44
H 1.38252 2.71470 2.62296 0.260 -0.432 -0.892 0.29
H 0.94752 2.05870 0.96296 -0.184 0.392 0.146 -0.19
H 3.10552 1.33970 1.34296 0.025 -2.197 0.241 -0.01
H 3.84252 2.74570 1.78896 -0.735 0.668 -0.078 0.39
H 3.84152 1.94070 -0.41204 -0.998 1.434 -0.852 0.18


105
Properties=species:S:1:pos:R:3:forces:R:3:mulliken_charge:R:1 method="wB97M-V/def2-TZVPD" lumo_ev=2.1 e_homo_ev=-8.122 total_charge=-1 total_energy_ha=-8263.58489 de_lowest_kj_mol=0.0 orbital_gap_ev=10.2
As 1.24737 0.16029 0.78722 -0.406 -0.753 -0.673 2.21
F 0.61219 1.54792 -0.08299 0.412 -0.253 0.456 -0.37
F 0.56469 -0.82834 -0.48514 0.344 -0.004 0.478 -0.53
F 1.94845 -1.20936 1.61694 -0.550 0.382 -0.091 -0.60
F 1.90970 1.22481 2.00409 0.017 0.021 0.117 -0.18
F -0.23620 0.00182 1.69508 0.639 0.149 -0.102 -0.68
F 2.77759 0.23945 -0.07131 -0.352 0.441 -0.094 -0.40
C -6.86887 -1.93656 -0.05835 -0.879 -0.861 -0.143 -0.80
O -5.52941 -1.48752 -0.05633 0.590 0.618 0.043 -0.19
P -5.20004 0.04812 0.15515 -0.045 1.223 -0.777 0.63
O -5.77953 0.72960 1.32358 0.464 -0.482 -0.127 -0.71
O -3.60633 0.04503 -0.00343 -1.188 -0.660 0.323 0.15
C -2.83289 1.18399 0.34240 0.400 1.148 0.699 0.12
O -5.74288 0.69567 -1.21616 0.643 -0.997 0.340 -0.33
C -5.62486 2.08893 -1.46642 -1.450 0.799 -0.338 -0.56
H -6.95312 -2.77125 0.63906 0.080 0.155 0.138 0.28
H -7.13703 -2.33908 -1.03810 0.284 0.177 -0.107 0.28
H -7.62981 -1.19751 0.19203 0.371 0.311 0.174 0.34
H -1.95760 0.87828 0.91170 0.050 -0.265 -0.526 -0.28
H -3.32457 1.89081 1.02137 -0.551 -0.303 -0.135 0.48
H -2.57519 1.75555 -0.55026 0.114 -0.415 -0.034 -0.03
H -5.38734 2.30429 -2.50639 0.296 -0.610 0.246 0.15
H -4.97474 2.66239 -0.80955 0.257 -0.390 0.131 0.28
H -6.63041 2.50915 -1.35621 0.096 0.112 0.247 0.33
C -1.88712 5.95505 -3.87026 -0.118 -0.129 -0.200 -0.79
O -2.10333 4.54039 -3.94866 -0.719 -0.520 0.423 -0.27
P -3.13353 3.85067 -2.89869 1.061 0.242 -0.356 0.57
O -4.55371 4.18158 -3.06993 0.728 0.390 0.052 -0.81
O -2.75433 2.31519 -3.05759 -0.047 0.553 0.327 0.39
C -3.13644 1.54829 -4.20167 0.530 0.313 -0.600 -0.99
O -2.49861 4.23141 -1.47960 -0.897 -0.116 -0.714 -0.30
C -1.12944 3.89333 -1.24265 0.613 -0.503 0.305 -0.08
H -2.26316 6.34295 -2.92534 0.170 0.158 0.041 0.36
H -2.39413 6.45780 -4.69287 -0.119 -0.077 0.008 0.25
H -0.81734 6.11438 -3.98067 0.031 0.078 0.193 0.25
H -3.90120 2.07344 -4.77539 -0.386 -0.334 0.254 0.36
H -3.40117 0.55330 -3.85758 -0.365 0.099 -0.020 0.28
H -2.28087 1.46184 -4.87718 0.100 -0.023 0.230 0.29
H -0.50325 4.77470 -1.11252 -0.270 0.236 -0.090 0.53
H -0.72372 3.28414 -2.04590 0.027 0.030 -0.043 0.18
H -1.07920 3.30055 -0.33123 -0.044 0.078 -0.011 -0.32
C -2.43455 -6.19829 1.79886 0.053 -0.269 -0.046 -0.62
O -1.97532 -5.29488 2.79336 0.069 0.185 0.470 -0.36
P -0.81284 -4.24254 2.55641 -0.633 0.763 -0.521 1.03
O 0.55198 -4.76751 2.66239 -0.382 0.209 -0.316 -0.70
O -1.20095 -3.62608 1.10972 0.980 -0.433 0.755 0.01
C -2.09205 -2.52482 0.93221 -0.273 0.402 0.342 -0.59
O -1.23195 -3.12356 3.61014 -0.013 -0.802 -0.174 -0.40
C -0.31300 -2.07032 3.96548 0.051 -0.372 0.125 -0.48
H -1.90369 -6.11709 0.85115 0.008 0.287 0.006 0.25
H -3.49595 -6.00776 1.65495 -0.022 -0.066 -0.130 0.25
H -2.28628 -7.21677 2.15622 -0.076 0.023 0.126 0.28
H -3.11595 -2.87845 0.79801 0.082 -0.040 -0.235 0.32
H -1.74306 -1.93516 0.08902 -0.082 -0.228 -0.139 0.09
H -2.09346 -1.86241 1.79899 0.087 -0.110 -0.008 0.28
H 0.54613 -2.08794 3.29968 -0.038 0.323 -0.043 0.05
H 0.03926 -2.22643 4.98539 -0.110 -0.086 -0.016 0.36
H -0.89095 -1.15343 3.91227 0.255 0.159 -0.125 0.25
C 4.21564 -2.17080 -2.08430 0.420 0.291 0.643 -0.86
O 3.54932 -3.25339 -2.71564 -0.451 -1.326 -0.551 -0.12
P 3.65277 -4.74313 -2.14119 -0.869 0.341 0.682 0.81
O 4.94363 -5.42180 -2.25122 -0.094 0.176 0.233 -0.74
O 3.10706 -4.62065 -0.63340 0.886 -0.245 -0.739 -0.34
C 1.89843 -3.91507 -0.34323 -0.819 0.113 -0.258 -0.27
O 2.45777 -5.50015 -2.91797 0.595 1.194 -0.225 -0.31
C 2.06845 -6.78647 -2.49373 0.239 -0.966 0.254 -0.70
H 3.54409 -1.68565 -1.37315 0.022 -0.008 -0.103 0.37
H 4.52739 -1.44697 -2.83173 -0.176 -0.148 -0.160 0.24
H 5.10945 -2.49791 -1.54670 -0.045 -0.100 -0.047 0.42
H 1.39877 -4.44998 0.46090 0.177 0.197 0.127 0.25
H 1.21550 -3.88377 -1.19892 0.160 -0.200 -0.101 0.36
H 2.07631 -2.87362 -0.07863 0.279 -0.226 0.224 -0.09
H 1.97359 -7.45942 -3.34772 -0.283 0.377 -0.237 0.28
H 1.12988 -6.72584 -1.94493 -0.038 -0.007 -0.022 0.21
H 2.81389 -7.29728 -1.87678 0.065 0.421 0.227 0.34
C 1.88514 4.17337 1.82062 0.618 -0.079 0.573 0.20
C 0.44471 4.29244 2.26260 -0.189 -0.818 0.023 -0.05
O 0.23873 5.19171 3.34093 0.198 -0.006 -0.243 -0.57
O 2.42406 5.43766 1.46052 -0.246 0.106 -0.206 -0.60
H 2.02582 3.40504 1.05828 -0.390 0.266 -0.402 -0.02
H 2.45463 3.75358 2.66343 -0.049 0.178 0.218 0.20
H 0.14902 3.28045 2.56909 0.024 -0.076 -0.016 0.15
H -0.24201 4.53266 1.45203 0.156 0.519 0.017 0.03
H 0.93634 5.00092 3.97853 -0.108 0.119 0.070 0.35
H 3.37780 5.42069 1.56391 0.019 -0.106 -0.051 0.32
C 5.04136 1.20398 3.47127 -0.519 -0.072 0.663 -0.40
C 4.28905 0.68776 4.71832 -0.927 0.004 -0.884 -0.36
O 2.98428 1.27528 4.83859 0.324 0.185 0.067 -0.61
O 4.80955 0.43476 2.30570 0.207 -0.262 -0.030 -0.54
H 6.10823 1.16578 3.69319 0.075 -0.002 -0.316 0.41
H 4.73714 2.24066 3.29559 0.172 0.136 0.138 0.19
H 4.78736 0.89811 5.66249 0.210 0.022 -0.124 0.38
H 4.13769 -0.38846 4.58068 0.424 -0.083 0.207 0.22
H 2.56845 1.22595 3.97212 -0.205 -0.096 -0.067 0.21
H 3.91807 0.54326 1.93936 0.186 0.101 0.442 0.15
C 5.61831 1.56974 -0.30226 -0.348 -1.082 -0.297 0.78
Cl 6.46237 3.05075 -0.04610 0.389 0.970 0.277 -0.20
Cl 5.77626 1.03130 -2.00241 -0.082 0.018 0.160 -0.21
H 6.03486 0.80726 0.34642 0.002 0.016 -0.161 0.16
H 4.56151 1.66949 -0.08442 0.065 0.172 -0.123 -0.53
C 1.38099 0.63724 -3.19624 -0.533 -0.788 -0.454 0.79
Cl 2.00069 -0.58423 -4.33344 0.229 0.112 -0.028 -0.19
Cl 0.54037 1.92949 -4.07156 0.254 0.279 0.063 -0.18
H 0.61488 0.10451 -2.64963 0.169 0.231 0.436 -0.39
H 2.19639 0.99871 -2.58380 -0.077 0.195 -0.016 -0.04